ORCA calculation (the ωB97M-V functional and the def2-TZVPD basis) on a molecular structure, C48H42AsN9O6PSZn.

Structure (XYZ):
```
109
Properties=species:S:1:pos:R:3:forces:R:3
Zn 0.6369 -1.7255 0.4274 -0.2 0.0 0.1
C -2.7793 -5.7384 1.6363 0.0 0.0 0.0
C -1.8751 -4.9146 2.4748 0.1 0.1 -0.1
N -1.8921 -4.8290 3.7627 0.2 0.1 0.0
N -0.8890 -3.9395 4.0623 -0.1 -0.1 0.2
C -0.2514 -3.4509 2.9948 -0.2 -0.1 -0.1
S 1.0186 -2.3736 2.8749 -0.1 0.1 0.0
N -0.8942 -4.0780 1.9673 0.0 0.0 -0.3
N -0.5032 -3.8627 0.6460 0.0 0.0 0.1
H -3.4218 -6.3217 2.2903 0.0 0.0 0.0
H -2.2156 -6.4204 0.9983 0.0 0.0 0.0
H -3.4103 -5.1091 1.0057 0.0 0.0 0.0
H -0.6812 -3.7174 5.0215 0.0 0.0 0.0
H 0.2823 -4.4764 0.4228 0.0 0.1 -0.1
H -1.2822 -4.0399 0.0218 0.0 0.0 0.0
C -1.8565 1.4811 0.5095 0.1 -0.1 -0.2
C -1.8620 2.9647 0.8438 0.1 0.0 0.0
As -3.6995 3.6758 0.7618 -0.1 0.1 0.0
C -3.3777 5.3271 1.7503 0.0 0.0 0.0
C -4.4667 5.9279 2.3802 0.0 0.0 0.0
C -4.3083 7.1094 3.0875 0.0 0.0 0.0
C -3.0582 7.7120 3.1658 0.0 0.0 0.0
C -1.9731 7.1298 2.5287 0.0 0.0 0.0
C -2.1313 5.9413 1.8225 0.0 0.0 0.0
C -4.3693 2.6028 2.2508 0.0 0.0 0.1
C -5.3966 1.6966 2.0047 0.0 0.0 0.1
C -5.8936 0.8964 3.0290 0.0 0.0 0.0
C -5.3665 1.0049 4.3079 0.0 0.0 0.0
C -4.3394 1.9082 4.5611 0.0 0.0 0.0
C -3.8405 2.7008 3.5377 -0.1 0.0 0.0
P -0.2873 0.6164 0.9673 0.2 0.0 0.2
C 1.0436 1.6449 0.2702 -0.1 0.0 -0.1
C 0.8455 2.2019 -0.9952 0.0 0.1 0.0
C 1.8679 2.8830 -1.6388 0.0 0.0 0.0
C 3.1077 3.0128 -1.0265 0.0 0.0 0.0
C 3.3224 2.4472 0.2214 0.0 0.0 0.0
C 2.3007 1.7574 0.8597 0.0 -0.1 0.0
C -0.3684 0.8269 2.7753 -0.1 0.0 0.0
C 0.3352 1.7542 3.5338 0.0 0.1 0.0
C 0.1273 1.8367 4.9076 0.0 0.0 -0.1
C -0.8001 1.0142 5.5270 0.0 0.0 0.0
C -1.5357 0.1096 4.7694 0.1 0.0 0.0
C -1.3109 0.0131 3.4080 0.0 0.0 0.0
H -2.0816 1.3082 -0.5458 0.0 0.0 0.0
H -2.6275 0.9618 1.0845 0.0 -0.1 0.0
H -1.2504 3.5315 0.1438 0.1 0.0 0.0
H -1.4782 3.1426 1.8502 0.0 0.0 0.0
H -5.4459 5.4651 2.3278 0.0 0.0 0.0
H -5.1614 7.5630 3.5760 0.0 0.0 0.0
H -2.9332 8.6339 3.7190 0.0 0.0 0.0
H -0.9985 7.5987 2.5784 0.0 0.0 0.0
H -1.2700 5.5103 1.3270 0.0 0.0 0.0
H -5.8220 1.6235 1.0100 0.0 0.0 0.0
H -6.7012 0.2028 2.8303 0.0 0.0 0.0
H -5.7621 0.3947 5.1103 0.0 0.0 0.0
H -3.9326 2.0017 5.5610 0.0 0.0 0.0
H -3.0490 3.4126 3.7485 0.0 0.0 0.0
H -0.1199 2.1278 -1.4824 0.0 0.0 0.0
H 1.6939 3.3168 -2.6155 0.0 0.0 0.0
H 3.9062 3.5470 -1.5253 0.0 0.0 0.0
H 4.2918 2.5291 0.6983 0.0 0.0 0.0
H 2.5053 1.2732 1.8049 0.0 0.0 0.1
H 1.0251 2.4424 3.0663 0.1 0.0 0.0
H 0.6869 2.5582 5.4891 0.0 0.0 0.0
H -0.9632 1.0888 6.5950 0.0 0.0 0.0
H -2.2874 -0.5132 5.2397 0.0 0.0 0.0
H -1.8799 -0.7051 2.8235 0.0 0.0 0.0
N 0.5095 -2.3009 -6.8120 0.0 -0.1 0.0
C 0.1928 -1.8071 -8.0617 0.1 -0.1 0.0
C 0.4992 -2.2415 -9.3516 0.0 0.0 0.1
C 0.0051 -1.4781 -10.3863 0.0 0.0 0.0
C -0.7662 -0.3216 -10.1526 0.0 0.0 0.0
C -1.0613 0.0984 -8.8759 0.0 0.0 0.0
C -0.5704 -0.6639 -7.8113 -0.1 0.2 0.1
N -0.7135 -0.4731 -6.4467 0.0 0.0 -0.2
C -0.0625 -1.4578 -5.8967 0.0 -0.1 0.2
C 0.0382 -1.6335 -4.4421 0.0 0.0 -0.2
C -0.6447 -0.7490 -3.6127 -0.1 0.1 0.0
C -0.5450 -0.8995 -2.2498 0.0 -0.1 0.1
N 0.1807 -1.8631 -1.6600 0.0 0.1 -0.1
C 0.8334 -2.7178 -2.4590 0.0 0.0 0.0
C 0.7843 -2.6386 -3.8379 0.0 -0.1 0.0
H 1.0479 -3.1271 -6.6236 0.0 0.0 0.0
H 1.0923 -3.1282 -9.5351 0.0 0.0 0.0
H 0.2140 -1.7722 -11.4066 0.0 0.0 0.0
H -1.1300 0.2442 -11.0002 0.0 0.0 0.0
H -1.6518 0.9855 -8.6876 0.0 0.0 0.0
H -1.2351 0.0439 -4.0511 0.0 0.0 0.0
H -1.0750 -0.2320 -1.5841 0.0 0.0 0.0
H 1.4352 -3.4698 -1.9648 0.0 0.0 0.0
H 1.3506 -3.3569 -4.4159 0.0 0.0 0.0
O 2.3273 -3.3788 0.1255 0.2 0.2 -0.2
C 3.0577 -2.3654 0.2179 -0.2 0.0 0.0
O 2.5784 -1.1833 0.2597 0.1 -0.4 0.1
C 4.5404 -2.5098 0.2945 0.0 0.1 -0.1
C 5.3159 -1.4262 0.6830 -0.1 0.1 0.0
C 6.6843 -1.5778 0.7381 0.1 0.1 0.0
C 7.3191 -2.7577 0.4073 0.1 0.0 0.0
C 6.5142 -3.8062 0.0156 0.1 -0.1 -0.1
C 5.1388 -3.7131 -0.0428 0.0 -0.1 0.0
N 7.1575 -5.0875 -0.3639 0.0 0.0 0.2
O 8.3609 -5.1576 -0.2581 0.0 0.1 -0.1
O 6.4297 -5.9858 -0.7313 0.0 0.0 -0.1
N 7.5131 -0.4218 1.1531 0.0 -0.1 0.2
O 6.9397 0.6278 1.3601 0.0 0.0 -0.1
O 8.7016 -0.6090 1.2823 0.0 0.0 -0.1
H 4.8568 -0.4799 0.9303 0.0 0.0 0.0
H 8.3928 -2.8562 0.4505 0.0 0.0 0.0
H 4.5474 -4.5674 -0.3380 0.0 0.0 0.0
```
Positions in Å, forces in eV/Å.

Net charge = +1
Calculated total energy = -7552.96594 hartree
Molecular weight = 1044.3 g/mol
Orbital gap = 7.55 eV

Results of the Mulliken charge analysis, in e, for atoms 1 through 2: atom 1 (Zn): 1.78, atom 2 (C): -1.34